Below is a 8-piece molecular cluster, C42H42N6O4 overall, with properties calculated with ωB97M-V/def2-TZVPD.

```
94
Properties=species:S:1:pos:R:3:forces:R:3:lowdin_charge:R:1
O -7.38457 -0.38688 0.41366 -0.102 0.122 0.582 0.012
C -6.10957 -0.66388 0.85366 3.159 -0.781 -0.006 -0.289
C -4.97457 -0.11188 0.12466 0.215 -1.606 3.669 0.030
C -3.61457 -0.34688 0.61666 -3.789 -0.773 -0.451 0.033
C -3.42357 -1.24988 1.71266 -3.876 2.025 -4.142 -0.418
O -2.26057 -1.57188 2.04766 3.784 -2.434 4.008 0.110
C -4.48357 -1.86888 2.33466 -0.921 1.316 1.509 -0.041
C -5.77857 -1.53288 1.95766 -0.535 1.751 -1.234 -0.037
H -8.04457 -0.41688 1.13466 0.725 -0.136 -0.405 0.114
H -5.17957 0.64812 -0.57034 -0.004 0.673 -1.184 0.072
H -2.83457 0.09312 0.00866 0.314 -0.052 0.499 0.079
H -1.60957 -1.28688 1.46966 2.081 0.990 -1.900 0.044
H -4.30057 -2.23788 3.37266 -0.188 -0.339 -1.223 0.140
H -6.54057 -1.69688 2.67866 -0.875 -0.721 0.310 0.093
O -1.75057 0.03712 -2.88534 -0.820 -2.712 -1.416 0.048
C -1.28757 -0.69588 -1.83634 -0.735 -1.940 -1.080 -0.332
C -0.27457 -0.16388 -1.13234 1.955 -2.294 3.543 -0.001
C 0.40643 -1.03788 -0.09434 -0.219 0.741 -2.621 0.036
C 0.07343 -2.41088 -0.12134 -0.228 4.247 0.501 -0.432
O 0.77443 -3.06788 0.76566 2.203 -6.268 1.443 -0.003
C -1.00557 -2.87688 -0.82434 0.456 -2.199 -0.271 -0.038
C -1.66557 -2.10488 -1.71434 1.386 2.758 0.301 0.031
H -1.89657 0.94612 -2.76734 -0.082 1.810 0.881 0.011
H -0.01857 0.82112 -1.45934 0.641 0.560 0.561 0.081
H 1.36343 -0.84388 0.48866 -1.564 0.465 -0.894 0.112
H 0.87943 -4.13688 0.60466 -0.803 4.117 0.361 0.220
H -1.12957 -3.97788 -0.78934 -0.436 0.722 -0.080 0.121
H -2.24857 -2.64488 -2.38134 -1.595 -0.109 -1.260 0.090
C -0.09157 0.49712 3.61966 5.045 1.921 1.986 -0.021
C 0.82743 -0.57588 3.45466 0.159 0.345 1.261 -0.059
C 2.18243 -0.47688 4.04766 -3.661 0.428 -1.102 -0.166
N 2.61243 0.58512 4.70466 0.355 -0.108 -0.811 0.047
C 1.84443 1.71312 4.77066 -4.373 -5.226 -2.437 -0.160
C 0.47843 1.72612 4.34066 0.253 -1.953 -1.807 -0.010
H -1.02657 0.61412 3.16766 -1.401 -0.367 -0.375 0.060
H 0.56543 -1.60188 3.05066 0.109 1.590 0.144 0.103
H 2.71443 -1.40788 3.85166 0.775 0.497 0.747 0.088
H 2.26643 2.44012 5.27766 1.802 3.790 2.231 0.038
H -0.15657 2.64912 4.35166 0.797 -0.982 0.255 0.104
C 2.64943 1.15212 -2.71834 -2.639 3.599 -5.733 -0.068
C 2.35243 2.24012 -3.72934 3.739 0.722 4.218 0.010
C 3.15043 3.48112 -3.51534 1.108 -4.351 0.613 -0.115
N 4.21943 3.54812 -2.63034 -3.216 -1.822 1.616 0.048
C 4.24043 2.55112 -1.63534 0.259 2.784 -3.605 -0.085
C 3.51943 1.36012 -1.76534 1.703 4.454 0.289 -0.130
H 2.18543 0.22512 -2.84934 -0.645 -1.324 -0.148 0.087
H 1.83643 2.03212 -4.62634 -0.913 0.101 -0.576 0.065
H 3.21643 4.27912 -4.19734 -0.619 0.819 -1.004 0.068
H 4.96443 2.90412 -0.92134 0.159 -1.087 0.678 0.101
H 3.72443 0.61812 -1.17234 1.095 -3.963 3.676 0.029
C -1.27657 3.30912 -3.73034 -1.619 -0.121 0.135 -0.061
C -2.59157 3.02512 -4.13634 2.061 -0.210 4.654 -0.052
C -3.55557 2.66312 -3.21834 -0.788 0.840 1.724 -0.137
N -3.39057 2.75912 -1.84234 3.273 -0.156 -1.992 0.077
C -2.04757 3.04612 -1.50234 -2.860 0.745 0.607 -0.115
C -1.00957 3.36112 -2.40834 -0.419 -0.481 2.675 -0.101
H -0.42257 3.47712 -4.29834 0.826 0.330 -1.879 0.084
H -2.84157 2.86212 -5.05834 -1.101 -0.468 -5.476 0.047
H -4.55957 2.38212 -3.62934 0.924 0.200 0.816 0.126
H -1.95957 3.18612 -0.39934 0.372 -0.337 -1.002 0.116
H -0.00257 3.60612 -2.02834 -0.697 -0.261 -0.234 0.079
C -3.15457 -5.78888 -1.63334 -1.799 3.165 3.572 -0.076
C -2.51557 -6.60388 -0.70934 -0.260 -0.261 1.446 -0.085
C -2.81257 -6.42888 0.68466 -0.504 0.885 -2.279 -0.121
N -3.67657 -5.49088 1.15166 1.580 -3.133 0.581 0.057
C -4.33857 -4.78588 0.29166 2.158 0.101 -3.832 -0.147
C -4.03457 -4.73388 -1.12734 1.252 -3.510 2.349 -0.004
H -2.89957 -5.68388 -2.61634 0.716 -0.405 -2.560 0.065
H -1.76557 -7.35788 -1.01234 -0.630 0.449 0.182 0.104
H -2.35257 -7.09088 1.37766 0.386 -0.177 0.706 0.083
H -4.95757 -4.15388 0.78466 -2.230 2.324 0.631 0.052
H -4.40357 -3.94788 -1.71834 -0.664 0.600 -0.836 0.075
C 5.96443 -0.63588 1.31366 1.954 1.610 -4.154 -0.047
C 6.71943 -0.66188 0.03366 -0.458 -1.785 -0.081 -0.044
C 6.12043 -1.42388 -1.00534 -0.602 1.422 0.031 -0.157
N 4.83743 -1.87288 -0.90934 1.535 -0.331 0.238 0.047
C 4.19543 -1.75988 0.25566 3.828 1.946 -1.135 -0.155
C 4.66043 -1.05488 1.36766 1.020 -1.476 -1.506 -0.054
H 6.49443 0.04512 1.90266 0.082 0.493 2.139 0.075
H 7.79243 -0.23988 -0.18534 -2.327 -0.746 1.060 0.130
H 6.58143 -1.54888 -2.02434 -0.346 0.137 1.265 0.111
H 3.34643 -2.26688 0.20866 -4.097 -1.716 0.450 0.044
H 4.02843 -1.07988 2.19166 -0.618 0.487 1.620 0.051
C 2.40843 2.91812 1.65366 0.505 4.581 0.375 -0.086
C 1.73243 3.29312 0.49066 0.324 1.539 -0.356 -0.089
C 1.56843 4.69212 0.22566 1.572 0.169 -1.359 -0.111
N 2.22443 5.69412 0.96066 -1.773 -1.802 -1.540 0.041
C 2.88443 5.32112 2.04566 -0.936 -3.209 -0.045 -0.172
C 2.97043 3.94812 2.48466 0.037 0.067 0.729 -0.043
H 2.59043 1.94312 1.85566 0.381 -2.950 0.778 0.051
H 1.53143 2.52912 -0.28834 -0.412 0.677 0.703 0.084
H 1.13243 4.97712 -0.86034 0.878 -0.241 2.987 0.126
H 3.34643 6.06512 2.62966 0.541 0.955 0.493 0.080
H 3.48243 3.74212 3.54666 -1.104 0.253 -2.799 0.135
```
Forces are in eV/Å.

Results
HOMO level, eV: -7.58
Spin multiplicity: 1
Charge: 0
SMILES string: Oc1ccc(O)cc1.Oc1ccc(O)cc1.c1ccncc1.c1ccncc1.c1ccncc1.c1ccncc1.c1ccncc1.c1ccncc1
F_max, eV/Å: 7.265
Energy relative to the best compared isomer or geometry (same formula, charge and spin), kJ/mol: 0.0
Frontier orbital gap, Eh: 0.2869
Lowest unoccupied orbital energy, eV: 0.22